(1)
Entry from the OMol25 dataset: an isolated molecule of C6H10O (ωB97M-V/def2-TZVPD).

Summary:
- LUMO level: 1.0096 eV
- SMILES: C[C@@H]1C=C[C@H](O)C1
- Gap between HOMO and LUMO: 10.464 eV
- Strongest force on any atom: 0.49 eV Å⁻¹

Each line ends with the Löwdin charge.
Atoms and positions in Å:
C 1.771 -0.695 0.269  -0.073
C 0.668 0.248 0.752  -0.356
C -0.565 -0.455 1.288  -0.052
C -1.651 -0.210 0.560  -0.039
C -1.246 0.427 -0.744  -0.370
O -1.088 -0.726 -1.582  -0.040
C 0.087 1.107 -0.395  -0.112
H 1.427 -1.270 -0.597  0.078
H 2.657 -0.120 -0.027  0.077
H 2.072 -1.396 1.054  0.075
H 1.080 0.887 1.546  0.132
H -0.520 -1.141 2.132  0.111
H -2.648 -0.616 0.705  0.108
H -1.971 1.119 -1.197  0.137
H -0.737 -0.463 -2.439  0.090
H 0.751 1.167 -1.268  0.117
H -0.086 2.137 -0.057  0.118

(2)
Entry from the OMol25 dataset: a structure of composition C6H10O (ωB97M-V/def2-TZVPD).

Summary:
- LUMO level: 0.8619 eV
- Gap between HOMO and LUMO: 9.985 eV
- Strongest force on any atom: 0.42 eV Å⁻¹

Each line ends with the Löwdin charge.
Atoms and positions in Å:
C 1.922 -0.319 0.699  -0.208
O 0.915 0.483 0.795  -0.135
C -0.648 0.190 -0.175  -0.422
C -0.686 1.491 -0.941  -0.038
C -1.613 0.088 0.981  -0.038
C -0.337 -0.965 -0.868  -0.066
C 0.629 -1.766 -0.987  0.049
H 2.816 0.049 0.171  0.100
H 2.137 -0.969 1.561  0.100
H 1.562 -1.276 -0.180  0.051
H -0.528 2.324 -0.251  0.088
H -1.663 1.614 -1.421  0.091
H 0.090 1.514 -1.709  0.091
H -2.645 0.134 0.614  0.091
H -1.447 0.924 1.666  0.088
H -1.475 -0.851 1.522  0.091
H 0.970 -2.665 -1.476  0.067

(3)
Entry from the OMol25 dataset: an isolated molecule of C6H10O (ωB97M-V/def2-TZVPD).

Summary:
- LUMO level: 1.0755 eV
- SMILES: O=CCCC1CC1
- Gap between HOMO and LUMO: 10.886 eV
- Strongest force on any atom: 0.51 eV Å⁻¹

Each line ends with the Löwdin charge.
Atoms and positions in Å:
O -2.350 -1.405 -1.234  0.044
C -1.767 -0.542 -1.846  -0.263
C -0.360 -0.076 -1.561  -0.159
C 0.288 -0.755 -0.351  -0.176
C 1.012 0.232 0.537  -0.322
C 0.196 1.143 1.412  -0.129
C 1.022 0.044 2.025  -0.125
H -2.269 -0.009 -2.682  0.119
H 0.220 -0.206 -2.485  0.120
H -0.421 1.012 -1.412  0.122
H 0.974 -1.545 -0.678  0.120
H -0.500 -1.254 0.224  0.111
H 1.910 0.672 0.104  0.136
H 0.522 2.171 1.543  0.096
H -0.885 1.016 1.399  0.105
H 1.913 0.319 2.581  0.096
H 0.493 -0.818 2.425  0.102

(4)
Entry from the OMol25 dataset: a structure of composition C6H10O in a non-equilibrium geometry (ωB97M-V/def2-TZVPD).

Summary:
- LUMO level: 1.0481 eV
- Gap between HOMO and LUMO: 9.557 eV
- Strongest force on any atom: 1.90 eV Å⁻¹

Each line ends with the Löwdin charge.
Atoms and positions in Å:
C -2.089 -0.653 0.341  -0.024
C -0.751 0.215 0.784  -0.155
O -0.180 -1.027 1.265  -0.127
C 0.759 -0.967 0.235  -0.249
C 0.381 -0.571 -1.191  -0.039
C 0.525 0.466 -0.134  -0.332
C 1.545 1.595 -0.148  -0.025
H -2.557 -0.310 -0.570  0.051
H -1.926 -1.759 0.199  0.102
H -2.761 -0.621 1.202  0.068
H -0.717 0.974 1.603  0.149
H 1.600 -1.611 0.434  0.146
H 1.236 -0.664 -1.859  0.111
H -0.583 -0.711 -1.669  0.091
H 1.191 2.497 -0.659  0.073
H 1.881 1.885 0.856  0.078
H 2.446 1.261 -0.688  0.084